[1]
Molecular formula: C48H108O12
Method: DFT, ωB97M-V/def2-TZVPD

Output
- SMILES string = CCOC(C)=O.CCOC(C)=O.CCOC(C)=O.COCCOCCOC.COCCOCCOC.CCCCCC.CCCCCC.CCCCCC.CCCCCC
- electronic energy (a.u.) = -2796.21966
- HOMO energy (eV) = -9.24
- molecular weight (g/mol) = 877.38
- frontier orbital gap (Ha) = 0.3525

Structure (ORCA input):
```
! RIJCOSX wB97M-V def2-TZVPD def2/J DEFGRID3
* xyz 0 1
C -0.8259 -0.0383 -3.7903
C -1.3635 0.1088 -2.4042
C -0.2618 0.0816 -1.3130
C -0.7865 0.3689 0.1191
C 0.1632 1.0643 1.1459
C -0.3408 1.2611 2.6001
H -0.1560 -0.8981 -3.7974
H -0.1423 0.7629 -4.0713
H -1.5780 -0.2745 -4.5430
H -1.8970 1.0580 -2.4527
H -2.0593 -0.7138 -2.2393
H 0.5380 0.7860 -1.5416
H 0.3117 -0.8416 -1.3977
H -1.5950 1.0882 -0.0114
H -1.2094 -0.5577 0.5073
H 1.1451 0.5914 1.1262
H 0.3375 2.0804 0.7919
H -0.8566 0.3092 2.7268
H 0.4095 1.4487 3.3682
H -1.1088 2.0246 2.7234
C -2.7408 -5.0587 -9.1067
C -2.0097 -4.9796 -7.7547
C -1.4519 -6.4232 -7.4255
C -0.9544 -6.6522 -5.9077
C 0.0530 -5.7520 -5.3139
C 0.3225 -6.0844 -3.8999
H -3.1901 -4.1289 -9.4555
H -3.4853 -5.8541 -9.1409
H -2.0065 -5.3825 -9.8443
H -1.1155 -4.3566 -7.7382
H -2.6634 -4.5167 -7.0154
H -0.6872 -6.6535 -8.1673
H -2.1978 -7.1658 -7.7086
H -1.9149 -6.5125 -5.4116
H -0.6184 -7.6777 -5.7539
H 1.0352 -5.7953 -5.7844
H -0.3694 -4.7524 -5.4164
H 1.0795 -5.4279 -3.4712
H -0.5832 -5.8935 -3.3242
H 0.7481 -7.0774 -3.7557
C -3.1712 4.8075 9.4302
C -4.3843 4.2989 8.5486
C -4.2344 2.7930 8.2899
C -5.2285 2.1630 7.3309
C -6.7168 2.0218 7.8569
C -7.5545 1.3468 6.7729
H -3.0701 4.2365 10.3532
H -3.1800 5.8865 9.5844
H -2.2435 4.6288 8.8866
H -5.3738 4.6361 8.8573
H -4.3282 4.7075 7.5397
H -4.2351 2.1973 9.2028
H -3.2335 2.7432 7.8612
H -5.2806 2.8211 6.4635
H -4.8364 1.1792 7.0726
H -6.6446 1.4415 8.7767
H -7.1111 3.0003 8.1308
H -7.2387 0.3177 6.6015
H -8.6331 1.4054 6.9190
H -7.3233 1.8430 5.8303
C 5.8431 3.9221 5.7319
C 6.6171 4.6750 4.5949
C 5.9297 4.4509 3.1541
C 5.5738 3.0480 2.7667
C 6.7231 2.0084 2.7817
C 6.4631 0.6364 2.1440
H 5.8448 2.8451 5.5642
H 4.8688 4.3319 5.9983
H 6.5288 4.0485 6.5697
H 6.6696 5.7009 4.9595
H 7.6479 4.3368 4.4895
H 6.6761 4.7732 2.4281
H 5.0142 5.0425 3.1643
H 4.7515 2.6944 3.3888
H 5.1094 2.8505 1.8006
H 7.6314 2.4600 2.3828
H 7.1166 1.8198 3.7806
H 7.2897 -0.0739 2.1583
H 5.5840 0.1774 2.5963
H 6.1881 0.5748 1.0910
C 0.4368 -7.7173 9.9035
O -0.9596 -7.5998 9.7286
C -1.6463 -8.0302 8.5068
C -1.2012 -7.1773 7.2242
O 0.1484 -7.4279 6.7892
C 0.6100 -6.4275 5.7717
C 0.8290 -5.0162 6.2236
O -0.4226 -4.3272 6.4216
C -0.5097 -3.3657 7.3103
H 0.7744 -8.7365 9.7156
H 0.7542 -7.3111 10.8639
H 0.9749 -7.0782 9.2035
H -2.7238 -7.9830 8.6648
H -1.3709 -9.0778 8.3853
H -1.1906 -6.1265 7.5138
H -1.8348 -7.3957 6.3646
H 0.0038 -6.4754 4.8672
H 1.5175 -6.9146 5.4147
H 1.4274 -4.4142 5.5397
H 1.2858 -5.1057 7.2092
H -0.1399 -2.3745 7.0479
H -0.1290 -3.6864 8.2800
H -1.5364 -3.0314 7.4598
C 8.4474 4.4983 -2.3337
O 7.3717 5.4547 -2.3167
C 6.1513 5.0589 -3.0657
C 6.3993 4.6534 -4.5125
O 6.5428 3.1575 -4.5941
C 6.7052 2.7199 -5.8809
C 6.3630 1.1789 -5.8218
O 5.0188 1.0831 -5.2513
C 5.0126 0.6997 -3.8514
H 9.1556 4.7428 -1.5420
H 9.0509 4.6355 -3.2310
H 8.0922 3.4712 -2.2496
H 5.5777 5.9797 -2.9601
H 5.6101 4.3561 -2.4321
H 7.3413 5.1719 -4.6909
H 5.5492 4.9168 -5.1419
H 7.7483 2.8967 -6.1430
H 5.9898 3.2533 -6.5067
H 7.1245 0.4966 -5.4441
H 6.1599 1.0574 -6.8858
H 4.5294 1.4453 -3.2200
H 5.9992 0.5841 -3.4027
H 4.5041 -0.2518 -3.6956
O -5.4980 -5.2184 4.7215
C -5.8112 -5.7344 3.6776
O -5.8720 -5.0738 2.5552
C -5.6346 -3.6946 2.5563
C -5.0437 -3.3523 1.1156
C -6.2182 -7.2298 3.5282
H -4.9010 -3.6605 3.3617
H -6.4061 -3.0128 2.9143
H -4.0195 -3.7174 1.0392
H -4.8085 -2.2899 1.0526
H -5.7732 -3.5843 0.3396
H -5.7180 -7.6376 2.6498
H -7.2862 -7.3658 3.3585
H -5.7843 -7.7525 4.3806
O -4.8236 3.5126 -11.4567
C -4.3809 2.4341 -11.8609
O -4.1121 2.0093 -13.1801
C -3.9765 2.9576 -14.1997
C -5.1776 2.7728 -15.0481
C -3.8123 1.3454 -10.9726
H -3.0786 2.7110 -14.7662
H -4.0214 4.0311 -14.0160
H -6.0178 3.3134 -14.6125
H -5.5058 1.7475 -15.2187
H -4.9709 3.3321 -15.9605
H -3.1638 1.8518 -10.2576
H -3.2693 0.5661 -11.5074
H -4.6943 0.8205 -10.6058
O 1.5751 6.6231 0.3732
C 1.5389 7.2459 -0.6691
O 1.1847 6.7625 -1.8920
C 0.5714 5.5177 -1.9229
C -0.8791 5.6876 -2.4050
C 1.5394 8.7718 -0.7998
H 0.4555 5.0250 -0.9576
H 1.1302 4.8445 -2.5730
H -0.8667 4.9120 -3.1708
H -1.1511 6.6309 -2.8786
H -1.6113 5.5296 -1.6131
H 0.5817 9.2442 -1.0187
H 2.3082 9.1442 -1.4769
H 1.8377 9.1568 0.1753
*
```



[2]
Molecular formula: C22H32N2O4
Method: DFT, ωB97M-V/def2-TZVPD

Output
- SMILES string = CCCC[C@H]1CC[C@@H](C(=O)O[C@H](C)C(=O)Nc2ccc(NC(C)=O)cc2)CC1
- electronic energy (a.u.) = -1268.07350
- HOMO energy (eV) = -7.91
- energy above the lowest of the compared OMol25 structures with the same formula, charge and spin (kJ/mol) = 26.1
- molecular weight (g/mol) = 388.51
- frontier orbital gap (Ha) = 0.3182

Structure (ORCA input):
```
! RIJCOSX wB97M-V def2-TZVPD def2/J DEFGRID3
* xyz 0 1
C 0.6951 -6.2287 -5.6482
C 0.5521 -5.3230 -4.4306
C 1.8737 -5.1818 -3.6795
C 1.7712 -4.3801 -2.3807
H 1.0324 -4.8496 -1.7276
C 1.4126 -2.8973 -2.5825
C -0.0648 -2.6231 -2.2936
C -0.4095 -1.1578 -2.5436
H -1.4651 -0.9801 -2.3371
H -0.2231 -0.9164 -3.5926
C 0.4535 -0.2406 -1.6756
C 0.1236 -0.3429 -0.1998
O 0.9162 -0.1297 0.6911
O -1.1511 -0.6436 0.0185
C -1.5967 -0.8462 1.3695
C -2.7659 -1.8146 1.3262
H -3.5926 -1.3571 0.7903
H -3.0885 -2.0368 2.3389
H -2.4755 -2.7341 0.8253
C -2.0220 0.5045 1.9950
O -3.1822 0.7677 2.2185
N -0.9593 1.3016 2.2470
C -0.9472 2.6002 2.7691
C -2.0950 3.2590 3.1992
C -2.0010 4.5388 3.7066
C -0.7719 5.1888 3.7980
C 0.3760 4.5283 3.3675
C 0.2827 3.2488 2.8601
H 1.1762 2.7409 2.5266
H 1.3310 5.0209 3.4332
N -0.7537 6.4852 4.3234
C 0.3042 7.3285 4.5055
O 1.4505 7.0668 4.2242
C -0.1211 8.6532 5.1093
H 0.7537 9.2844 5.2333
H -0.8331 9.1535 4.4559
H -0.5863 8.4924 6.0798
H -1.6623 6.8316 4.5999
H -2.8985 5.0424 4.0382
H -3.0513 2.7687 3.1329
H -0.0426 0.9427 1.9864
H -0.7588 -1.2560 1.9511
C 1.9404 -0.5203 -1.9078
C 2.2622 -1.9956 -1.6833
H 2.0792 -2.2493 -0.6369
H 3.3219 -2.1640 -1.8863
H 2.5338 0.0921 -1.2274
H 2.1953 -0.2417 -2.9322
H 0.2414 0.8046 -1.9383
H -0.6962 -3.2552 -2.9188
H -0.2763 -2.8714 -1.2508
H 1.6198 -2.6245 -3.6233
H 2.7367 -4.4455 -1.8739
H 2.6105 -4.7105 -4.3347
H 2.2440 -6.1816 -3.4382
H 0.2068 -4.3410 -4.7582
H -0.2022 -5.7383 -3.7581
H 1.4362 -5.8278 -6.3365
H -0.2520 -6.3146 -6.1759
H 1.0123 -7.2252 -5.3484
*
```



[3]
Molecular formula: C17H18BrNO3
Method: DFT, ωB97M-V/def2-TZVPD

Output
- SMILES string = COc1ccc([C@@H](C)NC(=O)c2ccc(Br)cc2)cc1OC
- electronic energy (a.u.) = -3513.08916
- HOMO energy (eV) = -8.14
- energy above the lowest of the compared OMol25 structures with the same formula, charge and spin (kJ/mol) = 11.8
- molecular weight (g/mol) = 364.24
- frontier orbital gap (Ha) = 0.3236

Structure (ORCA input):
```
! RIJCOSX wB97M-V def2-TZVPD def2/J DEFGRID3
* xyz 0 1
C 1.2118 -2.9880 -4.1389
H 1.6765 -3.0352 -5.1229
O 1.9374 -2.0143 -3.4313
C 1.5801 -1.7374 -2.1344
C 0.5218 -2.3649 -1.4883
C 0.1768 -2.0522 -0.1863
C 0.8870 -1.0925 0.5171
C 1.9410 -0.4601 -0.1221
C 2.3128 -0.7659 -1.4277
O 3.3739 -0.0362 -1.8783
C 4.0189 -0.3491 -3.0923
H 3.3774 -0.1584 -3.9549
H 4.3541 -1.3882 -3.1146
H 4.8851 0.3117 -3.1305
H 2.5278 0.2965 0.3738
C 0.4533 -0.7188 1.9171
N -0.4424 0.4266 1.8493
C -1.7796 0.3095 2.0053
O -2.3294 -0.7383 2.2851
C -2.5509 1.5787 1.8222
C -3.8554 1.4784 1.3471
C -4.6321 2.6067 1.1692
C -4.0974 3.8439 1.4877
C -2.8106 3.9660 1.9848
C -2.0384 2.8303 2.1486
H -1.0449 2.9285 2.5610
H -2.4194 4.9380 2.2439
Br -5.1556 5.4096 1.2521
H -5.6409 2.5292 0.7939
H -4.2493 0.4990 1.1228
H -0.0534 1.2798 1.4803
C 1.6098 -0.4170 2.8658
H 2.3104 -1.2471 2.8671
H 1.2315 -0.2738 3.8750
H 2.1382 0.4845 2.5658
H -0.1527 -1.5340 2.3267
H -0.6565 -2.5550 0.2794
H -0.0552 -3.1130 -2.0071
H 0.1597 -2.7067 -4.2504
H 1.2790 -3.9705 -3.6609
*
```



[4]
Molecular formula: C10H21NO2
Method: DFT, ωB97M-V/def2-TZVPD

Output
- SMILES string = CCC(CC)C[C@H](CN)CC(=O)O
- electronic energy (a.u.) = -598.82807
- HOMO energy (eV) = -9.83
- energy above the lowest of the compared OMol25 structures with the same formula, charge and spin (kJ/mol) = 177.8
- molecular weight (g/mol) = 187.28
- frontier orbital gap (Ha) = 0.3786

Structure (ORCA input):
```
! RIJCOSX wB97M-V def2-TZVPD def2/J DEFGRID3
* xyz 0 1
C -3.3053 -0.1707 -0.1238
C -2.0147 -0.3535 -0.9258
C -0.9240 -1.1095 -0.1578
C 0.1712 -1.6429 -1.1194
C 1.0477 -2.8098 -0.6716
C -0.3815 -0.3566 1.0553
C 0.6720 0.7592 0.7733
C 0.2345 1.7760 -0.2686
C 2.1089 0.2094 0.5290
C 3.0406 1.4134 0.5880
H -3.1780 0.6602 0.6863
H -4.0770 0.2331 -0.8621
H -3.7394 -1.1106 0.2963
H -2.3867 -0.9473 -1.8415
H -1.6553 0.6421 -1.3572
H -1.4353 -2.0131 0.2626
H 0.9218 -0.9002 -1.5047
H -0.3778 -2.0933 -1.9151
H 0.4723 -3.6343 -0.1613
H 1.6424 -3.1940 -1.5021
H 1.8402 -2.5364 0.1171
H -1.2234 -0.0391 1.6469
H 0.2584 -0.9751 1.7091
H 0.7260 1.3723 1.6841
H 0.2290 1.2896 -1.3194
H 1.0187 2.5493 -0.3711
H -1.3991 2.8476 -0.8247
H -0.9445 3.0052 0.7698
H 2.3316 -0.5139 1.3241
H 2.2304 -0.3162 -0.3883
H 2.2559 1.8636 2.3797
N -1.0793 2.3236 0.0188
O 3.0826 2.1414 1.7860
O 3.8371 1.6304 -0.3119
*
```